# 1
ORCA calculation (ωB97M-V/def2-TZVPD) on a molecular structure, C15H11F6N3O3PTi.

Cartesian coordinates (Å):
Ti  0.99923  -0.34952  0.84950
O  0.08275  3.87378  0.67023
C  -0.98548  3.86755  -0.06143
C  -1.54617  5.14774  -0.37783
C  -2.65342  5.21785  -1.17059
C  -3.22460  4.03318  -1.66879
C  -2.67771  2.76474  -1.36621
C  -1.57379  2.65296  -0.56713
C  -0.98211  1.33314  -0.25131
O  0.00294  1.30572  0.64603
N  -1.38479  0.26513  -0.82757
N  -0.60084  -0.80214  -0.35189
C  -0.94952  -1.96128  -0.84748
C  -0.31642  -3.19520  -0.54888
C  -0.77705  -4.37937  -1.14881
C  -0.16192  -5.57940  -0.85912
C  0.91362  -5.61268  0.02708
C  1.39645  -4.45843  0.64013
C  0.77151  -3.26979  0.33921
O  1.21213  -2.10235  0.88891
H  0.41191  2.94794  0.78868
H  -1.05373  6.01954  0.03169
H  -3.09564  6.17062  -1.42630
H  -4.10227  4.08988  -2.29895
H  -3.14179  1.87388  -1.76684
H  -1.79333  -1.95803  -1.53238
H  -1.60848  -4.33833  -1.84094
H  -0.50901  -6.49406  -1.31761
H  1.39399  -6.55676  0.24794
H  2.23615  -4.48364  1.31925
N  -0.35356  -0.48081  4.01656
C  0.11401  -0.41526  2.97350
H  -0.75779  -0.55702  4.93579
F  2.14840  0.10090  -0.61286
P  3.75227  0.85835  0.23772
F  2.56108  0.57248  1.64414
F  4.80921  1.41429  1.19441
F  2.94477  2.18533  0.07681
F  4.07909  -0.64809  0.45570
F  4.41990  0.94719  -1.14037

Summary:
**Charge**: +2
**Spin multiplicity**: 2
**HOMO level (alpha / beta)**: -0.5574 / -0.5580 hartree
**LUMO (alpha / beta)**: -8.2 / -9.6 eV
**Relative energy (zero: lowest compared OMol25 entry of this formula, charge and spin)**: 0.00 kcal/mol
**F_max**: 0.49 eV/A
**M**: 474.1 g mol⁻¹
**Expectation value of S²**: 0.7758

These are the Löwdin partial charges, in e, on atoms 1 to 6: number 1, Ti, carries 1.186; number 2, O, carries 0.221; number 3, C, carries -0.171; number 4, C, carries 0.085; number 5, C, carries 0.007; number 6, C, carries 0.061

=====

# 2
ORCA calculation (ωB97M-V/def2-TZVPD) on a molecular structure, C2HBr4IS in a non-equilibrium geometry.

Cartesian coordinates (Å):
C  -1.39166  0.10298  -0.15774
C  0.93650  -0.62254  0.40926
S  1.97347  0.09765  -0.73707
Br  -2.49051  -1.41721  -0.02942
Br  -1.48534  1.03074  -1.82758
Br  0.69298  -2.31151  -0.36172
Br  1.23721  -0.25081  2.25793
I  2.10078  2.34261  -0.01029
H  -1.57343  1.02809  0.45662

Summary:
**HOMO level (alpha / beta)**: -0.3047 / -0.3135 hartree
**LUMO (alpha / beta)**: -1.1 / -1.2 eV
**Relative energy (zero: lowest compared OMol25 entry of this formula, charge and spin)**: 63.88 kcal/mol
**F_max**: 2.26 eV/A
**M**: 503.6 g mol⁻¹

These are the Löwdin partial charges, in e, on atoms 1 to 6: number 1, C, carries -1.189; number 2, C, carries -1.736; number 3, S, carries 0.109; number 4, Br, carries 0.592; number 5, Br, carries 0.562; number 6, Br, carries 0.640